(1)
C4H16N2O2 | ωB97M-V/def2-TZVPD

Output
energy relative to the best compared isomer or geometry (same formula, charge and spin) = 84.3 kcal/mol
multiplicity = 2
charge = -1
HOMO-LUMO gap (alpha / beta) = 1.50 / 8.07 eV
DFT total energy = -421.82561 Eh
E_HOMO (alpha / beta) = 1.217 / -5.441 eV

Atoms and positions in Å:
C -0.298 -2.772 -0.178
N -1.136 -1.557 0.032
C -0.469 -0.342 0.742
C -0.452 0.821 -0.259
N -0.362 2.311 0.257
C 0.895 2.955 0.199
H -0.676 -3.484 0.555
H 0.693 -2.489 0.016
H -0.498 -3.125 -1.193
H -2.126 -1.718 0.296
H -1.125 -0.023 1.531
H 0.697 -0.325 0.898
H 0.264 0.763 -1.060
H -1.379 0.679 -0.803
H -1.005 2.840 -0.255
H 1.406 2.828 1.044
H 1.640 2.737 -0.534
H 0.733 4.138 -0.026
H -0.677 -3.768 -4.714
H -0.250 -4.840 -3.625
O -0.040 -3.920 -4.004
H 1.222 3.339 4.133
H 0.933 2.533 2.937
O 1.612 2.752 3.473

***

(2)
C4H16N2O2 | ωB97M-V/def2-TZVPD

Output
energy relative to the best compared isomer or geometry (same formula, charge and spin) = 48.6 kcal/mol
multiplicity = 1
SMILES = CNCCNC.O.O
HOMO-LUMO gap = 8.98 eV
DFT total energy = -421.91391 Eh
E_HOMO = -8.471 eV

Atoms and positions in Å:
C 0.234 -1.853 1.960
N 0.491 -0.752 1.036
C 0.874 -1.152 -0.314
C -0.035 -0.481 -1.379
N -0.077 0.962 -1.026
C -0.795 1.807 -1.966
H -0.782 -2.137 1.681
H 0.093 -1.723 3.034
H 0.999 -2.626 2.011
H 0.970 0.079 1.384
H 1.885 -0.844 -0.419
H 0.920 -2.335 -0.445
H 0.374 -0.734 -2.302
H -1.079 -0.784 -1.377
H -0.551 1.001 -0.171
H -0.688 1.338 -2.945
H -1.826 1.846 -1.513
H -0.197 2.744 -2.062
O 2.500 2.184 -0.019
H 1.782 1.629 -0.371
H 2.840 1.823 0.802
O -2.550 -0.350 1.699
H -3.057 -0.238 0.857
H -2.323 0.595 1.845

***

(3)
C4H16N2O2 | ωB97M-V/def2-TZVPD

Output
energy relative to the best compared isomer or geometry (same formula, charge and spin) = 187.0 kcal/mol
multiplicity = 1
HOMO-LUMO gap = 3.60 eV
DFT total energy = -421.69343 Eh
E_HOMO = -8.212 eV

Atoms and positions in Å:
N 1.328 0.039 -1.247
C -0.286 -1.599 0.867
C 0.154 -0.102 0.963
C 0.230 0.449 -0.500
C 0.162 2.022 -0.425
N 3.256 -0.385 0.253
H 2.320 -0.220 -0.622
H 0.374 2.396 -1.430
H -1.111 -1.689 0.118
H 0.604 -2.229 0.786
H -0.737 -1.808 1.847
H 1.150 -0.202 1.381
H -0.561 0.483 1.513
H -0.674 0.111 -1.030
H 0.937 2.537 0.166
H -0.773 2.265 0.085
H 3.935 0.360 0.119
H 3.709 -1.293 0.287
H -3.316 -1.393 -1.309
H 1.092 -0.637 -1.975
O -2.489 -1.025 -0.988
H -2.721 0.004 -0.192
H -3.738 1.064 0.800
O -2.845 0.849 0.534

***

(4)
C4H16N2O2 | ωB97M-V/def2-TZVPD

Output
energy relative to the best compared isomer or geometry (same formula, charge and spin) = 14.3 kcal/mol
multiplicity = 1
SMILES = CCCNCN.O.O
HOMO-LUMO gap = 9.92 eV
DFT total energy = -421.96857 Eh
E_HOMO = -9.173 eV

Atoms and positions in Å:
C -1.179 0.817 -2.011
C -0.565 1.833 -1.060
C -0.640 1.436 0.409
N 0.132 0.241 0.697
C 0.505 0.064 2.067
N 1.323 -1.165 2.154
H -2.271 0.814 -1.997
H -0.843 -0.203 -1.828
H -0.872 1.033 -3.042
H 0.444 2.099 -1.379
H -1.079 2.798 -1.195
H -1.709 1.277 0.640
H -0.235 2.248 1.016
H -0.137 -0.631 0.283
H 1.083 0.908 2.437
H -0.342 -0.151 2.732
H 2.083 -1.083 1.470
H 1.811 -1.122 3.039
O -1.512 -2.651 -0.545
H -0.635 -2.598 -0.154
H -1.943 -1.798 -0.457
O 2.577 -1.241 -1.143
H 2.221 -2.111 -1.362
H 1.783 -0.813 -0.772

***

(5)
C4H16N2O3 | ωB97M-V/def2-TZVPD

Output
energy relative to the best compared isomer or geometry (same formula, charge and spin) = 0.0 kcal/mol
multiplicity = 2
charge = +1
HOMO-LUMO gap (alpha / beta) = 11.81 / 6.85 eV
DFT total energy = -496.92080 Eh
E_HOMO (alpha / beta) = -14.817 / -14.610 eV

Atoms and positions in Å:
C -2.005 1.038 1.152
C -0.939 0.451 0.231
C -1.423 0.506 -1.242
O -0.514 -0.176 -2.135
N -0.652 -0.933 0.614
C 0.530 -1.202 1.365
N 1.166 -2.358 0.737
H -1.665 1.076 2.186
H -2.964 0.522 1.090
H -2.168 2.082 0.877
H -0.017 1.026 0.301
H -2.408 0.051 -1.376
H -1.458 1.521 -1.616
H -0.296 -1.030 -1.767
H -1.485 -1.458 0.902
H 0.346 -1.429 2.416
H 1.217 -0.354 1.334
H 0.614 -3.211 0.734
H 1.451 -2.177 -0.224
H 1.118 0.565 -2.099
H 1.861 1.877 -2.494
O 1.994 1.016 -2.081
H 2.274 0.956 -0.372
H 3.174 0.774 0.858
O 2.247 0.868 0.610

***

(6)
C4H16N2O4S | ωB97M-V/def2-TZVPD

Output
energy relative to the best compared isomer or geometry (same formula, charge and spin) = 71.8 kcal/mol
multiplicity = 1
SMILES = [NH3+]/C=C(\[O-])NCCS.O.O.O
HOMO-LUMO gap = 7.99 eV
DFT total energy = -970.56824 Eh
E_HOMO = -7.629 eV

Atoms and positions in Å:
N -2.054 -1.175 -1.211
C -0.714 -0.831 -0.689
C -0.377 -1.390 0.536
O -1.075 -2.103 1.297
N 0.796 -0.933 1.138
C 1.751 0.030 0.558
C 3.186 -0.376 0.127
S 3.104 -0.924 -1.629
H -2.683 -1.152 -0.500
H -2.205 -0.345 -1.872
H -1.756 -2.007 -1.697
H -0.169 -0.125 -1.141
H 1.078 -1.174 2.082
H 1.235 0.484 -0.298
H 1.700 0.946 1.290
H 3.683 -0.973 0.860
H 3.695 0.573 0.184
H 1.937 -1.638 -1.537
O -0.799 1.412 2.676
H -0.177 0.710 2.398
H -1.029 1.040 3.539
O -1.597 2.010 0.106
H -0.893 1.400 -0.002
H -2.125 1.589 0.818
O -1.682 1.325 -2.578
H -1.025 2.014 -2.852
H -1.804 1.610 -1.603

***

(7)
C4H16N3O2 | ωB97M-V/def2-TZVPD

Output
energy relative to the best compared isomer or geometry (same formula, charge and spin) = 60.9 kcal/mol
multiplicity = 1
charge = +1
HOMO-LUMO gap = 10.82 eV
DFT total energy = -476.44084 Eh
E_HOMO = -13.380 eV

Atoms and positions in Å:
C -0.705 -1.184 -1.664
C -0.891 0.225 -1.314
C 0.484 0.859 -0.727
N 3.293 1.254 -0.286
C 2.667 -0.051 -0.433
N 1.409 -0.235 -0.353
N -0.817 -1.858 -0.272
H 0.325 -1.450 -2.158
H -1.648 -1.493 -2.301
H -1.723 0.345 -0.527
H -1.198 0.876 -2.151
H 0.117 1.451 0.090
H 0.851 1.649 -1.362
H 3.744 1.633 -1.184
H 2.655 1.953 -0.122
H 3.334 -0.936 -0.379
H 0.076 -1.414 0.197
H -0.731 -2.922 -0.251
H -1.614 -1.480 0.374
H -1.172 2.870 1.823
H -1.560 1.824 2.950
O -1.372 1.854 2.069
H -2.482 -0.343 2.383
H -3.145 -1.737 2.173
O -2.673 -1.109 1.888

***

(8)
C4H16N8O4 | ωB97M-V/def2-TZVPD

Output
energy relative to the best compared isomer or geometry (same formula, charge and spin) = 16.5 kcal/mol
multiplicity = 2
charge = +1
HOMO-LUMO gap (alpha / beta) = 8.99 / 3.02 eV
DFT total energy = -900.76493 Eh
E_HOMO (alpha / beta) = -12.007 / -12.007 eV

Atoms and positions in Å:
C -18.423 -8.208 -11.606
O -18.504 -8.147 -12.837
N -18.265 -7.148 -10.761
N -18.621 -9.223 -10.901
H -18.243 -7.335 -9.769
H -17.782 -6.342 -11.131
H -18.912 -10.081 -11.347
H -18.562 -9.061 -9.906
C -21.408 -5.255 -8.158
O -21.256 -4.057 -7.975
N -22.002 -6.103 -7.377
N -20.786 -5.825 -9.109
H -22.002 -7.094 -7.571
H -22.626 -5.628 -6.740
H -21.056 -6.783 -9.285
H -20.137 -5.244 -9.620
C -17.579 -3.260 -8.895
O -16.595 -2.830 -9.450
N -18.504 -2.522 -8.246
N -17.882 -4.567 -8.881
H -18.255 -1.606 -7.902
H -19.483 -2.763 -8.300
H -18.742 -4.853 -8.436
H -17.218 -5.304 -9.071
C -17.671 1.073 -9.194
O -17.559 2.265 -9.390
N -16.697 0.294 -9.177
N -18.841 0.476 -9.049
H -16.712 -0.713 -9.256
H -15.835 0.816 -9.111
H -19.685 0.984 -8.825
H -18.998 -0.362 -9.590

***

Which value of energy relative to the best compared isomer or geometry (same formula, charge and spin) does entry 2 give? 48.6 kcal/mol